(1)
ORCA calculation (ωB97M-V/def2-TZVPD) on C40H45GeN5O2SSc as an isolated structure in a non-equilibrium geometry.

```
! wB97M-V def2-TZVPD RIJCOSX def2/J DEFGRID3
* xyz 1 1
C -3.53 5.00 2.44
H -1.01 7.06 0.16
C -2.72 1.19 -4.05
C 2.69 -1.90 -0.52
H -3.42 -3.57 3.46
C -0.43 4.04 -1.49
N 0.47 -1.77 -1.65
Sc -0.18 -0.60 0.58
N -2.11 -1.48 -0.69
C -4.48 -1.80 -0.82
C 3.22 -0.12 0.89
C -1.67 -0.90 2.22
C -2.33 1.20 -2.72
H 1.41 -3.51 -0.95
H -2.16 0.53 -6.01
H -2.65 4.49 2.82
C -1.96 -2.37 -1.67
H 0.39 7.99 -0.36
H -0.09 -0.57 -5.18
H 5.33 -2.91 1.41
C 4.20 -1.00 1.66
C 2.51 1.00 4.28
C 1.55 3.18 4.55
C 1.69 -2.56 -1.43
H -3.20 5.82 1.80
H -5.46 -1.53 -0.45
H -1.68 1.03 3.18
H -0.71 3.17 -2.09
C -0.32 6.59 -1.85
H 1.36 4.06 5.15
H 2.18 -2.82 -2.38
C -1.12 5.31 -2.03
C 1.30 2.01 2.47
H 1.35 -1.10 -3.46
H 0.64 6.48 -2.36
Ge -0.85 3.54 0.35
C 2.29 -0.31 2.16
O 1.13 -0.96 1.89
N 2.50 -0.67 -0.23
H -0.33 -3.68 -2.03
H 3.53 0.90 0.68
C -2.16 -2.20 2.38
C -0.58 -2.64 -2.21
H 1.43 0.05 -2.12
H -5.36 4.56 1.40
H 0.54 3.98 2.85
H 0.66 4.13 -1.57
H -1.85 -2.99 1.69
C -3.36 -1.19 -0.29
H -3.33 0.46 4.89
H -2.53 2.32 1.72
H -4.54 2.87 -0.13
C -2.54 2.64 0.68
H -2.11 5.43 -1.58
C -0.75 -0.06 -4.50
H -0.85 7.40 -2.37
H -4.06 5.43 3.29
C -0.07 7.01 -0.41
H -2.53 1.72 0.09
H -4.73 3.21 2.31
H -3.64 1.67 -4.35
S 0.76 1.93 0.75
H 3.07 0.17 4.67
C 1.07 3.13 3.25
H -3.45 -0.45 0.49
H 3.93 -3.71 -0.46
C -3.01 -0.29 4.17
C 4.51 -2.32 1.02
C 0.79 -0.67 -2.62
C 2.26 2.12 5.08
C -4.48 -1.92 5.27
H 5.11 -0.49 1.99
H 2.63 2.15 6.09
C 3.77 -2.74 0.01
N -1.21 0.64 -2.26
H -0.63 4.68 1.34
H -2.95 1.71 -1.99
H -2.86 -3.78 -3.02
C -3.51 -1.58 4.26
C -0.44 0.00 -3.15
H 0.60 6.31 0.11
C -3.03 -3.05 -2.23
C 2.03 0.93 2.98
H -5.16 -3.29 -2.21
H -3.58 4.32 -0.28
H -1.29 5.16 -3.10
C -3.80 3.49 0.40
C -4.44 4.05 1.67
C -2.10 0.03 3.17
N -5.27 -2.19 6.06
O 3.28 -1.16 2.76
C -3.06 -2.55 3.37
C -1.90 0.56 -4.96
C -4.31 -2.77 -1.80
H -0.61 -2.53 -3.30
*
```

Energy: -141803.67889 eV
Orbital gap: 8.41 eV
Molecular weight: 777.5 g mol⁻¹
E_HOMO: -10.89 eV

(2)
ORCA calculation (ωB97M-V/def2-TZVPD) on C40H45NO2P4RuS2 as an isolated structure.

```
! wB97M-V def2-TZVPD RIJCOSX def2/J DEFGRID3
* xyz 1 2
C -3.31 3.20 -0.45
H 0.50 3.43 -0.96
H -1.42 -5.82 1.41
C 1.52 -1.52 -2.02
H 0.75 1.77 -3.96
H -1.61 4.78 1.44
C 0.85 0.34 0.13
P 1.08 0.46 1.75
C 1.25 -2.00 -3.30
C 1.69 -3.26 -3.67
C 2.11 1.23 -2.38
C 3.95 2.86 -3.67
H 0.69 -1.40 -4.00
H 3.38 5.39 3.37
C 2.22 -2.31 -1.11
S -0.94 0.51 -2.17
C 4.31 2.21 -2.50
P 0.97 0.12 -1.50
S -0.85 0.51 2.49
C -3.70 4.47 -0.88
C -4.44 0.29 1.81
H 3.25 -4.17 -0.80
C 3.43 -0.90 2.22
C 3.71 -2.67 3.82
C 2.35 2.90 1.32
C 3.39 1.39 -1.86
H 3.67 0.88 -0.94
C 2.08 -0.79 2.59
H -7.00 3.89 -1.33
C 1.85 2.02 2.27
C 2.68 -3.57 -1.50
H 1.53 1.67 4.37
H -4.03 -0.46 -1.91
C 4.24 -1.84 2.83
C -2.10 -6.02 -0.64
P -1.60 2.82 0.04
H 1.98 -3.18 4.98
H -2.03 3.31 2.36
Ru -1.30 0.59 0.18
H 2.39 -1.95 -0.11
C -0.54 3.72 -1.12
H -0.81 3.46 -2.14
C 1.75 1.88 -3.55
H 2.39 3.21 -5.11
C -0.81 -2.72 0.21
H 0.66 -5.40 -0.60
H 2.77 -5.02 -3.07
H 5.27 -1.93 2.54
H -5.32 5.70 -1.53
N -0.04 -5.02 0.03
C -1.01 -6.07 0.42
C -2.24 -4.52 -0.89
C -5.58 2.44 -0.65
H 3.29 4.80 0.97
C 2.67 2.70 -4.20
C 2.41 -4.04 -2.77
C 2.95 4.45 3.06
C 2.90 4.12 1.71
H 4.35 -3.40 4.31
C -5.97 3.70 -1.08
H -1.77 -6.53 -1.54
H -0.33 -3.68 -1.59
C -1.38 3.72 1.59
H -4.18 -0.70 2.17
H -2.59 -4.28 -1.89
H -3.03 -6.48 -0.31
H -2.95 -4.07 -0.19
C 1.92 2.35 3.62
H -5.48 -0.58 -0.86
H -0.64 4.80 -0.97
C -4.39 -0.64 -0.89
H 4.66 3.50 -4.18
H 0.31 -3.70 1.26
H -0.34 3.62 1.93
H 2.29 2.63 0.27
C 2.46 3.56 4.01
H -2.97 5.27 -0.97
H -0.50 -7.03 0.51
H -6.32 1.65 -0.57
C 2.38 -2.54 4.20
H 2.51 3.82 5.06
H 3.84 -0.25 1.46
H -4.06 -1.63 -0.59
C -4.25 2.18 -0.34
P -3.61 0.57 0.22
H -4.09 1.02 2.54
H 5.30 2.34 -2.09
O -1.46 -1.73 -0.09
H -5.53 0.37 1.71
H 0.53 -1.51 3.86
O -0.09 -2.79 1.30
C 1.57 -1.60 3.58
H 1.47 -3.64 -4.66
C -0.81 -3.97 -0.65
C -5.02 4.72 -1.19
*
```

Energy: -109203.02391 eV
Expectation value of S²: 0.76
Orbital gap (spin up / spin down): 7.96 / 6.29 eV
Molecular weight: 860.9 g mol⁻¹
E_HOMO (spin up / spin down): -9.73 / -9.62 eV

(3)
ORCA calculation (ωB97M-V/def2-TZVPD) on a 8-piece molecular cluster, C40H46B2F7NO30 overall in a non-equilibrium geometry.

```
! wB97M-V def2-TZVPD RIJCOSX def2/J DEFGRID3
* xyz 0 1
O -7.29 -0.75 -3.14
O 6.74 0.07 6.74
H 3.71 4.27 -0.73
H 2.72 6.09 0.34
C 7.12 1.03 5.85
C 6.61 -1.12 6.00
H -11.06 -1.85 -0.81
O -1.50 3.10 -2.13
C 2.39 -4.71 -1.68
C 5.83 5.68 5.25
C 7.59 -0.93 4.88
H 8.60 -1.23 5.15
H 2.73 1.15 0.67
F 6.96 -2.17 6.78
C -10.92 -2.80 -0.27
H 0.82 -2.86 -3.07
H -2.35 0.71 4.94
C 2.36 5.16 0.84
O 7.09 -6.41 -3.51
H 5.69 -8.67 -2.68
C 3.00 -1.41 1.25
H 5.44 -5.61 -2.58
F -7.23 -0.62 -7.04
C -2.40 2.03 3.12
O -10.14 -2.57 0.88
H 1.22 -5.79 -3.93
C 5.90 5.66 3.75
O 0.37 0.36 2.78
C 6.61 -6.94 -4.68
H -2.85 -0.44 -3.32
H 2.19 3.29 -0.38
H 0.39 5.85 1.57
O 7.12 -6.78 -5.74
O 2.78 -4.83 -2.98
O 7.55 0.48 4.68
O -9.20 0.13 -2.30
C 5.28 -7.73 -3.06
C -5.14 -1.62 -7.49
C -1.53 3.47 -1.00
O 4.66 0.59 1.28
C 3.79 1.49 0.54
H -1.35 0.43 -2.84
H -5.99 -1.39 -0.78
H 6.62 6.28 5.69
F 6.63 4.60 3.31
H 4.03 1.46 -0.55
H -3.78 1.86 4.82
C 0.12 5.26 -0.54
C 3.85 2.98 1.04
O 4.08 -0.50 3.14
O -0.10 -0.32 -0.51
F -12.12 -3.29 0.10
O -8.78 -3.48 -0.66
C -2.40 0.19 -2.52
O -7.90 -2.46 1.14
F 6.56 -6.74 -1.35
H 5.86 4.67 5.67
H 0.75 4.76 -1.32
O 3.07 -4.98 -0.74
H -3.02 1.13 -2.47
H -0.21 -1.28 -0.33
H 4.93 3.30 0.96
C 0.68 -3.93 -2.90
H 7.30 -1.46 3.97
C -1.82 2.72 0.34
H 1.95 -1.11 1.04
H 0.30 -1.13 4.56
C -2.69 1.73 4.62
H -10.27 -3.76 -2.10
C -2.18 3.75 1.34
C -8.04 -0.13 -2.19
F -5.21 -1.62 -3.14
C -5.92 -0.36 -7.28
O 7.06 2.20 6.05
H 3.56 3.08 2.13
H -2.72 4.26 3.42
O -2.40 -0.41 -1.20
C -8.85 -2.80 0.52
O 2.65 6.30 4.27
H 6.28 6.58 3.30
H -10.33 -4.84 -0.69
C -2.47 3.44 2.71
C 1.58 -4.77 -3.75
H 4.22 -7.68 -2.81
O 4.55 5.46 3.38
O 4.55 6.25 5.49
H -5.23 0.21 -0.87
C 0.80 5.08 0.87
O -3.86 -1.28 -6.97
C -4.05 -0.25 -6.10
F 1.85 -4.17 -4.93
B -0.71 -0.51 3.10
O -0.43 -1.52 4.03
C -2.12 5.11 0.57
H 0.15 6.36 -0.80
O 5.47 -7.67 -4.47
H -5.56 0.36 -3.27
H -2.17 2.49 5.28
O -2.01 -0.33 2.53
C 3.36 -2.68 0.92
H 2.57 -3.46 0.91
H 0.51 4.08 1.31
H 0.52 0.37 1.81
C 3.95 -0.39 1.95
H -5.55 -2.46 -6.92
C -2.08 1.02 2.13
H -0.37 -4.18 -3.04
H 5.57 -1.24 5.67
H 4.42 -2.98 0.72
C 3.80 6.03 4.37
H 2.74 5.14 1.91
C -5.94 -0.54 -2.77
H -5.08 -1.91 -8.54
C -1.78 1.32 0.71
C -6.02 -0.42 -1.28
O -7.30 0.17 -1.09
C 6.03 -6.53 -2.58
O -2.63 6.16 0.80
C 3.01 3.92 0.08
O -3.19 0.21 -5.42
O -5.34 0.18 -6.10
B -1.43 0.18 -0.36
H -5.84 0.36 -8.10
N -1.30 4.82 -0.58
O 1.11 -4.26 -1.58
C -10.12 -3.82 -1.02
*
```

Energy: -125519.48089 eV
Orbital gap: 8.78 eV
Molecular weight: 1175.4 g mol⁻¹
E_HOMO: -9.19 eV
SMILES: C=CC(=O)OCCCCCCN1C(=O)c2cc(C)c(OB(O)O)c(B(O)OC)c2C1=O.O=C1OC[C@@H](F)O1.O=C1OC[C@@H](F)O1.O=C1OC[C@@H](F)O1.O=C1OC[C@@H](F)O1.O=C1OC[C@@H](F)O1.O=C1OC[C@@H](F)O1.O=C1OC[C@@H](F)O1

(4)
ORCA calculation (ωB97M-V/def2-TZVPD) on C40H46GeN7O3P2SV as an isolated structure in a non-equilibrium geometry.

```
! wB97M-V def2-TZVPD RIJCOSX def2/J DEFGRID3
* xyz -1 2
S 2.18 -0.76 1.51
C -3.85 -2.39 2.03
C -4.27 0.09 -0.72
C -4.95 -0.51 -1.80
H -2.35 3.65 4.82
V -0.13 0.78 0.18
C 1.86 -0.72 -3.22
C -1.33 -1.31 3.28
C -0.30 1.79 2.84
H -3.23 4.45 -0.44
N 4.04 -1.41 -5.01
C 3.12 -0.11 -3.18
C -5.03 0.59 0.37
C -0.74 2.47 4.00
C 1.71 1.12 3.99
N -1.74 0.43 -0.65
C -1.99 3.11 3.95
H -1.30 -5.49 -0.63
H -3.85 4.26 -2.08
H 8.15 0.25 -0.96
C -2.98 -3.11 -0.10
C -1.77 1.88 -3.37
H -1.76 -2.90 -3.70
H 4.15 1.02 2.71
C 4.61 0.52 1.87
H -0.71 -5.22 -2.28
C -5.27 -3.57 0.51
C -2.90 0.21 -0.69
C 0.97 1.15 2.81
C -2.78 -2.47 1.15
H -2.65 -1.63 -2.86
C 6.54 0.18 0.45
H -4.40 -4.14 -1.35
O 5.36 0.09 -3.96
H -0.06 -0.87 -2.30
C 5.93 0.79 1.55
H 0.78 3.04 -1.09
H 1.59 -1.43 -3.99
C 3.30 0.86 -2.19
H -0.64 5.68 -2.18
C -4.23 -3.66 -0.40
H -3.74 -1.86 2.97
H -1.62 5.26 -3.59
P -1.58 -3.16 -1.29
C -0.17 2.79 -0.60
C -2.25 2.27 1.72
C -0.28 -3.41 1.88
H -5.90 -2.83 2.42
H -1.70 2.32 -4.37
H 3.27 -2.04 -4.93
C 4.48 -1.01 0.03
C -5.08 -2.93 1.72
C -1.51 -4.99 -1.57
C 1.26 1.77 5.14
H 0.61 -3.21 2.47
H -3.89 2.90 -0.97
H 4.25 1.38 -2.13
N 1.11 0.49 -1.28
H -3.70 3.49 2.71
H 1.87 1.73 6.03
O 2.23 -1.45 2.79
H 2.62 0.55 4.02
H 6.24 -1.17 -1.18
N -5.67 1.02 1.23
H 0.04 4.67 -3.46
H -1.77 -2.12 3.86
H 3.89 -1.71 -0.55
H -6.25 -3.97 0.25
H -0.96 -4.06 2.43
C 2.31 1.12 -1.28
Ge -1.51 3.25 -1.95
N 1.33 0.62 1.58
C 4.26 -0.45 -4.05
H -1.01 1.11 -3.28
H -2.75 1.41 -3.27
C -2.43 -2.69 -2.87
N -1.08 1.66 1.72
C 7.96 0.49 0.08
H -2.46 -5.37 -1.97
H 8.18 1.55 0.24
C -3.31 3.76 -1.28
H 2.46 1.86 -0.51
C -0.87 4.89 -2.90
O 1.71 -1.55 0.40
H 0.03 -3.89 0.95
H 4.85 -1.74 -5.50
H -2.85 2.17 0.83
H -0.34 -1.09 3.69
H 8.65 -0.09 0.70
C 0.91 -0.40 -2.28
H -0.28 3.52 0.22
H -0.25 3.00 6.04
H -3.36 -3.24 -3.01
N -5.51 -0.99 -2.69
C 3.88 -0.37 1.10
H 6.50 1.49 2.15
C 0.08 2.47 5.15
P -1.10 -1.79 1.51
C -2.73 3.02 2.80
H -1.94 -0.41 3.37
C 5.79 -0.72 -0.30
*
```

Energy: -170418.25732 eV
Expectation value of S²: 0.78
Orbital gap (spin up / spin down): 5.12 / 5.24 eV
Molecular weight: 890.4 g mol⁻¹
E_HOMO (spin up / spin down): -3.14 / -3.17 eV